The following is a DFT calculation (ωB97M-V/def2-TZVPD) of 2 unconnected molecules or ions with the total composition C34H34N4O6 in a non-equilibrium geometry.

ORCA input file:
```
! wB97M-V def2-TZVPD RIJCOSX def2/J DEFGRID3
* xyz 0 1
C 3.145 0.771 7.930
C 3.046 1.742 6.760
N 1.888 1.472 5.903
C 1.803 2.199 4.716
C 0.638 2.880 4.321
C 0.586 3.538 3.101
C 1.603 3.377 2.113
C 1.433 3.826 0.761
C 2.353 3.378 -0.273
C 2.628 2.001 -0.495
C 3.499 1.583 -1.493
C 4.205 2.525 -2.282
N 5.048 2.120 -3.330
C 6.422 2.617 -3.323
C 7.140 2.364 -4.646
O 6.887 1.068 -5.193
C 5.494 0.773 -5.311
C 4.809 0.818 -3.951
C 3.950 3.901 -2.069
C 3.017 4.309 -1.130
C 2.781 2.690 2.545
C 2.896 2.180 3.827
C 0.647 1.010 6.512
C 0.946 -0.024 7.587
O 1.878 0.497 8.538
H 3.626 -0.161 7.568
H 3.748 1.223 8.732
H 2.979 2.765 7.181
H 3.958 1.683 6.153
H -0.225 2.901 4.988
H -0.294 4.126 2.857
H 0.905 4.773 0.598
H 2.130 1.242 0.126
H 3.672 0.511 -1.647
H 6.397 3.689 -3.101
H 7.004 2.111 -2.527
H 6.846 3.158 -5.359
H 8.229 2.381 -4.488
H 4.984 1.486 -5.988
H 5.464 -0.243 -5.730
H 5.208 -0.006 -3.327
H 3.727 0.678 -4.095
H 4.455 4.629 -2.714
H 2.788 5.374 -1.029
H 3.617 2.541 1.859
H 3.808 1.670 4.132
H 0.099 1.851 6.972
H 0.017 0.554 5.735
H 0.043 -0.240 8.172
H 1.324 -0.943 7.102
C -1.024 3.668 0.076
C -2.058 3.838 1.068
C -2.180 2.908 2.148
C -3.119 3.060 3.138
C -4.100 4.075 3.028
N -5.076 4.262 4.039
O -5.938 5.158 3.869
O -5.036 3.546 5.066
C -4.051 4.989 1.956
C -3.013 4.921 1.050
C -1.219 4.193 -1.257
C -2.543 4.341 -1.789
C -2.791 4.897 -3.020
C -1.710 5.290 -3.826
N -1.983 5.928 -5.064
O -1.031 6.370 -5.742
O -3.179 6.032 -5.429
C -0.385 5.102 -3.373
C -0.154 4.570 -2.125
H -0.342 2.794 0.197
H -1.448 2.105 2.223
H -3.137 2.423 4.014
H -4.837 5.735 1.886
H -2.936 5.722 0.313
H -3.400 4.001 -1.214
H -3.800 5.038 -3.391
H 0.424 5.379 -4.042
H 0.870 4.451 -1.789
*
```

The lowest unoccupied orbital energy comes out at -2.10 eV. For the HOMO energy, the calculation gives -6.7044 eV. The energy comes out at -54045.53631 eV. The value obtained for the molar mass is 594.7 g mol⁻¹.

Atomic partial charges in e from the Mulliken method, atoms 1 to 8:
1. C -0.67
2. C -0.38
3. N 0.19
4. C 0.84
5. C -0.56
6. C -0.98
7. C 0.03
8. C -0.91


The following is a DFT calculation (ωB97M-V/def2-TZVPD) of C4H10S2 in the gas phase in a non-equilibrium geometry.

ORCA input file:
```
! wB97M-V def2-TZVPD RIJCOSX def2/J DEFGRID3
* xyz 0 1
C 0.261 -1.741 2.761
C 0.303 -0.526 1.811
S 1.333 -0.872 0.335
S 1.147 0.925 -0.693
C -0.153 0.480 -1.906
C -0.648 1.763 -2.653
H -0.353 -1.549 3.639
H -0.149 -2.601 2.283
H 1.265 -2.023 3.085
H -0.680 -0.254 1.438
H 0.734 0.390 2.296
H -1.005 0.029 -1.323
H 0.330 -0.213 -2.605
H -1.425 1.441 -3.405
H -1.125 2.483 -1.877
H 0.166 2.268 -3.186
*
```

The lowest unoccupied orbital energy comes out at 0.78 eV. For the HOMO energy, the calculation gives -8.7349 eV. The energy comes out at -25980.70389 eV. The SMILES is CCSSCC. The value obtained for the molar mass is 122.3 g mol⁻¹.

Atomic partial charges in e from the natural (NBO) method, atoms 1 to 8:
1. C -0.62
2. C -0.52
3. S 0.07
4. S 0.07
5. C -0.52
6. C -0.63
7. H 0.22
8. H 0.21


The following is a DFT calculation (ωB97M-V/def2-TZVPD) of a molecular structure, C37H51BrIN8O8P in a non-equilibrium geometry.

ORCA input file:
```
! wB97M-V def2-TZVPD RIJCOSX def2/J DEFGRID3
* xyz 0 1
N 1.820 -5.603 -2.384
C 1.005 -4.422 -2.708
C 1.337 -3.137 -1.910
C 0.747 -3.194 -0.480
O 0.462 -4.522 -0.027
O -0.967 -4.698 0.023
C 2.807 -2.620 -2.047
I 3.497 -1.300 -0.436
C 3.959 -3.649 -2.222
C 4.203 -4.118 -3.664
C 5.350 -3.358 -4.334
O 6.519 -3.532 -3.542
O 2.842 -1.805 -3.221
C 1.616 -1.616 -3.793
O 1.427 -1.177 -4.928
C 0.585 -2.022 -2.724
Br 0.259 -0.340 -1.799
P -1.071 -2.358 -3.527
O -1.676 -1.096 -4.028
O -0.832 -3.426 -4.692
O -2.028 -3.098 -2.464
H 1.290 -6.441 -2.562
H 2.124 -5.594 -1.426
H -0.047 -4.667 -2.555
H 1.185 -4.196 -3.762
H -0.182 -2.631 -0.393
H 1.424 -2.774 0.264
H -1.129 -5.428 -0.589
H 3.753 -4.506 -1.584
H 4.871 -3.208 -1.832
H 3.313 -4.074 -4.288
H 4.519 -5.163 -3.602
H 5.086 -2.300 -4.424
H 5.502 -3.773 -5.335
H 7.174 -2.897 -3.830
H -1.654 -3.495 -5.193
H -2.012 -2.670 -1.600
N 1.412 -3.574 3.094
C 1.462 -2.612 4.070
C 0.183 -2.384 4.499
C -0.673 -3.243 3.754
C 0.114 -3.966 2.898
H 2.206 -3.933 2.597
H 2.399 -2.176 4.372
H -0.109 -1.680 5.259
H -1.743 -3.319 3.839
H -0.136 -4.717 2.169
N -2.694 2.954 -2.650
C -2.024 2.191 -3.568
C -1.509 3.038 -4.513
C -1.879 4.360 -4.148
C -2.612 4.275 -2.996
H -3.181 2.603 -1.846
H -1.973 1.117 -3.481
H -0.933 2.740 -5.372
H -1.638 5.269 -4.675
H -3.080 5.033 -2.400
N 1.031 1.143 1.524
C 0.490 2.412 1.536
C 0.420 2.814 2.858
C 0.936 1.753 3.645
C 1.304 0.750 2.800
H 1.217 0.549 0.732
H 0.217 2.914 0.623
H 0.055 3.761 3.222
H 1.027 1.733 4.718
H 1.730 -0.218 2.996
N -2.951 0.885 1.594
C -3.528 0.566 0.394
C -4.772 0.049 0.646
C -4.952 0.060 2.054
C -3.812 0.581 2.608
H -2.034 1.281 1.712
H -3.001 0.729 -0.532
H -5.473 -0.295 -0.096
H -5.819 -0.276 2.598
H -3.542 0.761 3.634
N -6.271 8.293 -4.583
C -6.888 7.413 -3.736
C -6.118 6.282 -3.676
C -4.992 6.488 -4.518
C -5.115 7.738 -5.062
H -6.614 9.205 -4.817
H -7.815 7.666 -3.252
H -6.337 5.403 -3.093
H -4.188 5.797 -4.701
H -4.482 8.278 -5.745
N 3.022 -4.806 6.357
C 2.405 -4.953 7.567
C 3.370 -4.915 8.538
C 4.620 -4.734 7.885
C 4.371 -4.670 6.540
H 2.553 -4.795 5.470
H 1.337 -5.070 7.634
H 3.201 -5.004 9.597
H 5.589 -4.660 8.350
H 5.035 -4.539 5.703
N 1.473 7.415 3.020
C 0.674 8.366 3.593
C -0.524 8.357 2.933
C -0.444 7.360 1.922
C 0.801 6.795 2.001
H 2.411 7.204 3.303
H 1.025 8.963 4.416
H -1.365 8.994 3.148
H -1.214 7.093 1.225
H 1.268 6.011 1.430
*
```

The lowest unoccupied orbital energy comes out at -0.34 eV. For the HOMO energy, the calculation gives -7.8368 eV. The energy comes out at -154926.15997 eV. The value obtained for the molar mass is 973.6 g mol⁻¹.

Atomic partial charges in e from the Mulliken method, atoms 1 to 8:
1. N -0.29
2. C -2.35
3. C 3.09
4. C -0.80
5. O -0.40
6. O -0.37
7. C -0.35
8. I 0.12


The following is a DFT calculation (ωB97M-V/def2-TZVPD) of a molecular structure, C19H51F3N3O12SZn in a non-equilibrium geometry.

ORCA input file:
```
! wB97M-V def2-TZVPD RIJCOSX def2/J DEFGRID3
* xyz 1 1
Zn -0.427 3.306 1.784
C 0.260 -0.362 -1.002
F -0.984 -0.577 -0.718
F 0.710 -1.549 -1.167
F 0.432 0.249 -2.176
S 1.164 0.730 0.333
O 1.146 -0.195 1.466
O 2.544 0.995 -0.122
O 0.365 1.921 0.589
C 5.400 0.371 -1.527
C 5.658 1.539 -0.584
O 4.661 2.601 -0.679
O 4.077 0.317 -2.173
H 5.497 -0.592 -1.025
H 6.192 0.537 -2.257
H 6.619 2.050 -0.639
H 5.750 1.083 0.402
H 3.825 2.150 -0.538
H 3.371 0.410 -1.529
C 1.840 -3.973 -3.029
C 2.629 -3.179 -4.107
O 2.845 -4.198 -5.135
O 2.288 -5.250 -2.566
H 0.787 -3.931 -3.306
H 1.892 -3.364 -2.126
H 3.655 -2.961 -3.810
H 2.078 -2.329 -4.509
H 2.694 -5.041 -4.699
H 2.053 -5.287 -1.636
C -0.625 -2.314 3.620
C -0.711 -2.935 5.082
O -0.231 -4.254 4.896
O 0.788 -2.375 3.320
H -1.020 -1.301 3.534
H -1.143 -2.947 2.900
H -1.666 -3.036 5.597
H -0.102 -2.371 5.788
H 0.585 -4.092 4.417
H 0.976 -1.651 2.718
C -3.090 -3.656 -1.497
C -3.392 -3.192 -2.875
C -4.291 -4.082 -3.711
O -3.896 -5.380 -3.749
C -3.123 -5.852 -4.916
N -3.752 -1.769 -2.897
H -2.090 -3.282 -1.276
H -3.154 -4.744 -1.492
H -3.834 -3.271 -0.800
H -2.528 -3.193 -3.540
H -4.277 -3.778 -4.757
H -5.276 -4.138 -3.246
H -2.216 -5.247 -4.882
H -3.654 -5.757 -5.863
H -2.861 -6.901 -4.778
H -2.924 -1.194 -2.957
H -4.466 -1.512 -3.563
C -2.874 0.939 3.998
C -2.090 1.285 2.797
C -3.034 1.952 1.840
O -2.240 2.698 0.930
C -2.999 3.454 -0.069
N -0.988 2.109 3.315
H -3.207 1.859 4.480
H -2.176 0.343 4.586
H -3.799 0.400 3.791
H -1.775 0.391 2.259
H -3.704 2.575 2.432
H -3.603 1.235 1.247
H -2.226 3.616 -0.820
H -3.318 4.463 0.191
H -3.902 2.943 -0.405
H -1.513 2.736 3.907
H -0.519 1.777 4.146
C 1.614 6.612 0.046
C 1.268 5.257 0.619
C 1.815 5.003 2.038
O 1.388 3.689 2.433
C 2.493 3.065 3.055
N -0.108 4.859 0.336
H 0.819 7.256 0.420
H 1.468 6.667 -1.033
H 2.614 7.023 0.186
H 1.943 4.520 0.184
H 1.373 5.660 2.786
H 2.903 5.068 2.001
H 2.270 1.999 3.091
H 2.686 3.499 4.036
H 3.371 3.169 2.418
H -0.663 5.564 0.799
H -0.333 5.069 -0.625
*
```

The lowest unoccupied orbital energy comes out at -3.94 eV. For the HOMO energy, the calculation gives -10.7712 eV. The energy comes out at -116964.62222 eV. The value obtained for the molar mass is 668.1 g mol⁻¹.

Atomic partial charges in e from the Mulliken method, atoms 1 to 8:
1. Zn -0.27
2. C 0.39
3. F -0.20
4. F -0.23
5. F -0.23
6. S 0.68
7. O -0.78
8. O -0.82


The following is a DFT calculation (ωB97M-V/def2-TZVPD) of 2 unconnected molecules or ions with the total composition C48H50OP in a non-equilibrium geometry.

ORCA input file:
```
! wB97M-V def2-TZVPD RIJCOSX def2/J DEFGRID3
* xyz 1 1
C 4.573 2.340 0.577
C 3.384 3.057 0.023
C 2.197 3.084 0.736
C 1.105 3.843 0.330
C -0.010 3.934 1.330
C 1.121 4.422 -0.951
C -0.141 5.025 -1.553
C -0.493 6.365 -0.902
C -1.324 4.020 -1.539
C -1.025 2.611 -1.799
C -1.977 1.652 -2.186
C -1.591 0.582 -3.072
C -0.268 0.618 -3.777
C -2.478 -0.455 -3.338
C -3.768 -0.477 -2.798
C -4.672 -1.642 -3.047
C -4.188 0.610 -2.026
C -3.356 1.687 -1.751
C -3.955 2.832 -0.998
C 2.310 4.394 -1.702
C 2.361 5.055 -3.053
C 3.427 3.725 -1.208
H 5.376 2.319 -0.165
H 4.966 2.819 1.486
H 4.329 1.305 0.852
H 2.085 2.496 1.646
H -0.821 4.610 1.068
H -0.416 2.936 1.544
H 0.394 4.280 2.293
H 0.037 5.258 -2.611
H 0.365 7.040 -0.981
H -1.345 6.841 -1.398
H -0.730 6.248 0.158
H -1.808 4.064 -0.554
H -2.060 4.393 -2.283
H 0.017 2.296 -1.701
H -0.193 -0.218 -4.483
H -0.128 1.540 -4.360
H 0.570 0.532 -3.073
H -2.183 -1.255 -4.024
H -5.671 -1.436 -2.651
H -4.755 -1.830 -4.123
H -4.323 -2.575 -2.582
H -5.220 0.631 -1.669
H -5.036 2.682 -0.906
H -3.557 2.915 0.020
H -3.824 3.795 -1.502
H 3.370 4.990 -3.471
H 1.683 4.579 -3.777
H 2.098 6.120 -3.002
H 4.344 3.700 -1.793
C -3.759 -4.011 0.151
C -3.596 -2.653 0.445
C -2.321 -2.125 0.647
C -1.200 -2.961 0.510
P 0.450 -2.279 0.779
C 1.351 -3.315 1.960
C 2.549 -2.828 2.514
C 3.256 -3.597 3.441
C 2.791 -4.861 3.811
C 1.610 -5.348 3.261
C 0.877 -4.577 2.359
C 1.268 -2.536 -0.816
C 2.636 -2.838 -0.874
C 3.245 -3.051 -2.108
C 2.510 -2.935 -3.291
C 1.146 -2.623 -3.235
C 0.524 -2.413 -2.004
C 0.300 -0.585 1.175
C 0.509 -0.053 2.500
O 0.871 1.133 2.688
C 0.310 -0.934 3.720
C -0.686 -1.905 3.824
C -0.751 -2.739 4.944
C 0.200 -2.626 5.965
C 1.145 -1.602 5.907
C 1.171 -0.732 4.813
C -1.358 -4.301 0.125
C -2.641 -4.833 -0.005
H -4.762 -4.425 0.046
H -4.456 -1.992 0.528
H -2.184 -1.066 0.893
H 2.918 -1.833 2.247
H 4.166 -3.189 3.873
H 3.349 -5.454 4.537
H 1.233 -6.333 3.538
H -0.078 -4.951 1.998
H 3.213 -2.911 0.048
H 4.301 -3.309 -2.140
H 2.994 -3.078 -4.256
H 0.557 -2.546 -4.149
H -0.538 -2.158 -1.957
H 0.269 0.123 0.352
H -1.398 -2.033 3.001
H -1.526 -3.502 4.999
H 0.213 -3.350 6.786
H 1.889 -1.483 6.698
H 1.886 0.089 4.775
H -0.483 -4.932 -0.052
H -2.759 -5.894 -0.229
*
```

The lowest unoccupied orbital energy comes out at -5.12 eV. For the HOMO energy, the calculation gives -9.8137 eV. The energy comes out at -61916.86222 eV. The value obtained for the molar mass is 673.9 g mol⁻¹.

Atomic partial charges in e from the Mulliken method, atoms 1 to 8:
1. C -1.35
2. C 0.45
3. C -0.63
4. C 1.49
5. C -1.67
6. C 0.37
7. C -0.50
8. C -1.78


The following is a DFT calculation (ωB97M-V/def2-TZVPD) of a gas-phase ion, C5H9N2 (charge +1) in a non-equilibrium geometry.

ORCA input file:
```
! wB97M-V def2-TZVPD RIJCOSX def2/J DEFGRID3
* xyz 1 1
C 1.349 -1.008 0.510
C -0.078 -0.691 0.392
N -1.012 -1.313 -0.327
C -2.297 -0.523 -0.320
N -2.177 0.525 0.322
C -0.774 0.661 0.706
C -0.196 1.580 -0.337
H 1.842 -0.068 0.213
H 1.685 -1.776 -0.143
H 1.630 -1.140 1.608
H -0.997 -2.306 -0.674
H -3.063 -0.871 -0.942
H -0.737 1.012 1.763
H 0.627 2.097 0.138
H -0.995 2.316 -0.480
H 0.153 1.381 -1.304
*
```

The lowest unoccupied orbital energy comes out at -4.89 eV. For the HOMO energy, the calculation gives -15.7560 eV. The energy comes out at -8303.19334 eV. The SMILES is CC1=[NH+]C=N[C@@H]1C. The value obtained for the molar mass is 97.1 g mol⁻¹.

Atomic partial charges in e from the natural (NBO) method, atoms 1 to 8:
1. C -0.71
2. C 0.50
3. N -0.52
4. C 0.25
5. N -0.30
6. C -0.15
7. C -0.64
8. H 0.28


The following is a DFT calculation (ωB97M-V/def2-TZVPD) of a molecular structure, C36H32BCoF4N2O4P2SSe2 in a non-equilibrium geometry.

ORCA input file:
```
! wB97M-V def2-TZVPD RIJCOSX def2/J DEFGRID3
* xyz -1 4
Co 0.545 -2.322 -1.260
O 0.313 -2.252 3.559
S 1.328 -1.938 2.565
O 1.824 -0.212 2.948
O 0.755 -1.995 1.192
O 2.181 -1.106 -1.183
C -0.315 0.720 -2.641
C 0.590 1.712 -1.897
P 0.676 1.647 -0.004
C 1.019 3.332 0.581
C 2.353 3.774 0.456
C 2.649 5.093 0.793
C 1.645 5.996 1.166
C 0.338 5.508 1.311
C 0.032 4.150 1.121
C 1.924 0.598 0.589
C 2.711 -0.162 -0.302
C 4.076 0.097 -0.306
C 4.665 0.476 0.899
C 3.881 0.760 2.007
C 2.392 0.765 2.012
P -1.342 0.914 0.501
C -1.600 0.216 2.153
C -2.383 -0.967 2.020
C -2.860 -1.558 3.185
C -2.618 -0.974 4.453
C -1.782 0.170 4.536
C -1.261 0.769 3.375
C -2.595 2.232 0.180
C -3.454 2.194 -0.982
C -4.503 3.089 -1.137
C -4.852 3.987 -0.121
C -4.021 4.038 0.998
C -3.017 3.078 1.243
H -0.943 0.111 -1.975
H -1.022 1.284 -3.328
H 0.233 2.728 -2.124
H 1.648 1.714 -2.225
H 3.129 3.057 0.111
H 3.672 5.413 0.740
H 1.908 7.030 1.438
H -0.474 6.175 1.617
H -0.897 3.712 1.507
H 2.909 -1.531 -1.696
H 4.668 -0.108 -1.197
H 5.764 0.578 1.006
H 4.357 0.917 2.966
H 2.069 1.704 2.504
H -2.577 -1.429 1.024
H -3.424 -2.470 3.090
H -3.130 -1.385 5.320
H -1.561 0.566 5.517
H -0.652 1.716 3.405
H -3.240 1.403 -1.739
H -5.095 3.019 -2.072
H -5.844 4.521 -0.122
H -4.219 4.789 1.754
H -2.534 2.971 2.223
Se 2.647 -4.229 -2.394
Se 0.494 -4.424 -3.287
C 0.471 -2.617 -4.007
C 0.225 -2.334 -5.350
C -0.013 -1.041 -5.848
C -0.018 -0.020 -4.949
C 0.409 -0.256 -3.542
N 0.302 -1.691 -3.083
C 1.927 -4.727 -0.705
C 2.576 -5.665 0.060
C 1.939 -6.151 1.223
C 0.595 -5.813 1.421
C 0.001 -4.809 0.602
N 0.772 -4.155 -0.336
H 0.166 -3.158 -6.059
H -0.146 -0.866 -6.950
H -0.153 1.034 -5.285
H 1.516 -0.067 -3.573
H 3.613 -5.912 -0.165
H 2.556 -6.663 1.948
H 0.038 -6.250 2.213
H -0.978 -4.410 0.757
F -3.041 -3.349 0.366
B -2.647 -2.845 -0.897
F -1.350 -2.055 -0.655
F -2.291 -3.844 -1.819
F -3.650 -1.994 -1.439
*
```

The lowest unoccupied orbital energy (spin up / spin down) comes out at 1.72 / 1.70 eV. For the HOMO energy (spin up / spin down), the calculation gives -3.8814 / -3.8776 eV. The energy comes out at -258302.88320 eV. The value obtained for the molar mass is 954.3 g mol⁻¹.

Atomic partial charges in e from the Mulliken method, atoms 1 to 8:
1. Co 0.52
2. O -0.52
3. S 0.08
4. O -0.47
5. O -0.39
6. O 0.66
7. C 0.54
8. C -1.81


Q: Which of these has the highest energy?
A: C5H9N2